Computed, not measured: a molecular structure, C32H25CeF3IN3PS5Sb, with ωB97M-V/def2-TZVPD.

Values from the calculation:
energy relative to the best compared isomer or geometry (same formula, charge and spin): 0.000 eV
E_tot: -5043.98698 Eh
HOMO energy (spin up / spin down): -4.79 / -4.79 eV

Structure (ORCA input):
```
! RIJCOSX wB97M-V def2-TZVPD def2/J DEFGRID3
* xyz -1 2
Ce 0.879 -1.373 1.887
I -2.302 -1.714 1.453
C -3.101 -1.847 -0.485
C -3.866 -2.965 -0.676
C -4.710 -3.106 -1.803
C -4.831 -2.071 -2.672
C -4.062 -0.889 -2.503
C -4.283 0.206 -3.375
C -3.588 1.363 -3.220
C -2.561 1.422 -2.257
C -2.261 0.375 -1.428
P -0.595 0.436 -0.581
C -0.734 2.020 0.331
C -1.866 2.250 1.109
C -1.945 3.362 1.932
C -0.895 4.270 1.984
C 0.236 4.051 1.210
C 0.317 2.932 0.393
C 0.452 0.798 -2.042
C 0.562 2.022 -2.696
C 1.370 2.164 -3.813
C 2.080 1.075 -4.303
C 1.984 -0.148 -3.658
C 1.184 -0.282 -2.532
C -3.104 -0.791 -1.460
H -3.870 -3.747 0.072
H -5.292 -4.009 -1.930
H -5.522 -2.125 -3.504
H -5.032 0.108 -4.151
H -3.773 2.215 -3.861
H -1.952 2.317 -2.217
H -2.687 1.540 1.094
H -2.826 3.511 2.543
H -0.954 5.135 2.630
H 1.069 4.740 1.249
H 1.229 2.755 -0.166
H 0.026 2.888 -2.325
H 1.449 3.129 -4.295
H 2.716 1.187 -5.171
H 2.550 -0.999 -4.013
H 1.167 -1.228 -2.003
S 0.111 -4.234 2.559
Sb 0.394 -3.025 4.510
S -0.994 -1.141 4.046
S 2.488 -2.030 4.072
S 0.056 -3.961 6.515
F 5.279 2.067 1.263
C 4.326 2.979 1.501
F 3.868 3.400 0.304
F 4.950 4.046 2.050
C 3.218 2.464 2.381
C 2.918 3.127 3.556
C 1.879 2.688 4.364
C 1.164 1.584 3.944
N 1.437 0.962 2.798
C 2.449 1.349 2.010
S 2.679 0.397 0.551
H 3.501 3.990 3.844
H 1.633 3.178 5.293
H 0.351 1.153 4.516
C -0.424 -3.881 -1.114
C 0.948 -3.927 -0.552
N 1.668 -2.907 -0.137
C 2.861 -3.445 0.325
C 2.850 -4.788 0.177
N 1.635 -5.081 -0.407
H -0.714 -2.847 -1.296
H -1.142 -4.306 -0.409
H -0.485 -4.428 -2.056
H 3.638 -2.818 0.733
H 3.563 -5.546 0.438
H 1.240 -5.999 -0.524
*
```

Computed, not measured: 5 unconnected molecules or ions with the total composition C5H19O5S at a distorted geometry, with ωB97M-V/def2-TZVPD.

Values from the calculation:
energy relative to the best compared isomer or geometry (same formula, charge and spin): 0.416 eV
E_tot: -976.27738 Eh
HOMO energy: -4.56 eV

Structure (ORCA input):
```
! RIJCOSX wB97M-V def2-TZVPD def2/J DEFGRID3
* xyz -1 1
C 0.537 1.415 -1.370
O 0.847 1.041 -0.108
C -0.949 1.903 -1.479
C -1.995 0.827 -1.826
C -2.213 -0.037 -0.560
S -1.740 -1.862 -0.620
C 0.125 -2.126 -0.444
H 0.440 0.529 -2.056
H 1.191 2.207 -1.770
H -0.932 2.741 -2.226
H -1.192 2.498 -0.601
H -2.962 1.337 -2.000
H -1.600 0.160 -2.597
H -3.273 -0.155 -0.347
H -1.789 0.365 0.357
H 0.507 -1.302 0.188
H 0.525 -1.761 -1.376
H 0.178 -3.013 0.171
H 2.320 -0.424 0.688
H 3.178 -0.685 -0.564
O 3.111 -0.897 0.362
H 0.313 -1.863 1.662
H 0.473 -1.863 3.125
O 0.661 -2.433 2.383
H 2.213 3.491 0.082
H 2.033 2.536 1.239
O 1.968 3.484 1.024
H 0.412 0.892 2.687
H 0.406 0.622 1.131
O -0.028 0.307 2.045
*
```

Computed, not measured: 11 unconnected molecules or ions with the total composition C38H63N7O6 at a distorted geometry, with ωB97M-V/def2-TZVPD.

Values from the calculation:
SMILES: c1cc[nH]c1.c1cc[nH]c1.c1cc[nH]c1.c1cc[nH]c1.c1cc[nH]c1.CNC(C)=O.CNC(C)=O.CC(C)=O.CC(C)=O.CC(C)=O.CC(C)=O
E_tot: -2320.34898 Eh
HOMO energy: -7.77 eV

Structure (ORCA input):
```
! RIJCOSX wB97M-V def2-TZVPD def2/J DEFGRID3
* xyz 0 1
C -4.708 -4.728 5.622
C -3.642 -3.860 5.758
C -3.269 -3.504 4.449
N -4.038 -4.160 3.561
C -4.894 -4.954 4.276
H -5.397 -5.193 6.312
H -3.240 -3.470 6.682
H -2.497 -2.857 4.057
H -4.059 -3.999 2.564
H -5.577 -5.570 3.711
C 2.619 -0.968 -0.287
C 3.023 -2.157 -0.900
C 1.872 -2.911 -1.124
N 0.818 -2.223 -0.604
C 1.217 -0.945 -0.146
H 3.183 -0.093 0.000
H 4.016 -2.422 -1.232
H 1.696 -3.836 -1.654
H -0.141 -2.539 -0.617
H 0.481 -0.310 0.324
C 2.711 -9.230 -2.179
C 3.138 -8.642 -3.353
C 2.435 -9.207 -4.405
N 1.579 -10.099 -3.893
C 1.712 -10.123 -2.529
H 3.051 -8.948 -1.193
H 3.865 -7.862 -3.529
H 2.456 -9.021 -5.469
H 0.933 -10.726 -4.350
H 1.089 -10.791 -1.953
C -1.223 7.962 -1.173
C -0.691 6.743 -0.876
C -1.128 5.872 -1.835
N -1.932 6.549 -2.768
C -2.020 7.898 -2.328
H -0.980 8.841 -0.595
H -0.039 6.528 -0.042
H -0.969 4.807 -1.921
H -2.368 6.130 -3.577
H -2.607 8.652 -2.830
C 5.001 7.327 -0.687
C 5.766 8.054 -1.643
C 6.169 7.188 -2.672
N 5.617 5.999 -2.317
C 4.873 6.056 -1.177
H 4.456 7.645 0.190
H 6.049 9.089 -1.518
H 6.718 7.262 -3.599
H 5.680 5.148 -2.857
H 4.324 5.212 -0.787
C -4.361 -1.206 -5.735
N -3.786 0.151 -5.801
C -3.623 0.956 -6.852
C -4.061 0.498 -8.242
O -3.110 2.050 -6.697
H -3.787 -1.840 -5.059
H -4.252 -1.830 -6.622
H -5.390 -1.353 -5.407
H -3.570 0.622 -4.934
H -3.620 1.154 -8.993
H -5.150 0.502 -8.276
H -3.752 -0.513 -8.508
C -2.592 1.508 10.388
N -1.973 1.429 9.085
C -2.392 1.997 7.991
C -1.484 1.808 6.836
O -3.391 2.665 7.870
H -2.957 0.557 10.777
H -3.408 2.227 10.460
H -1.867 1.820 11.140
H -1.192 0.796 8.993
H -0.514 1.348 7.023
H -1.189 2.792 6.471
H -1.990 1.230 6.063
C 11.082 0.003 -3.556
C 10.167 0.999 -2.856
C 8.843 0.473 -2.361
O 10.407 2.170 -2.812
H 12.046 0.512 -3.586
H 10.775 -0.090 -4.598
H 11.110 -0.957 -3.041
H 8.310 1.330 -1.949
H 9.133 -0.210 -1.563
H 8.308 0.040 -3.207
C 5.809 3.751 4.500
C 4.763 4.314 5.373
C 4.675 3.882 6.815
O 3.963 5.074 4.915
H 6.249 4.596 3.970
H 5.430 3.004 3.802
H 6.673 3.283 4.972
H 4.925 2.835 6.989
H 3.716 4.091 7.289
H 5.462 4.463 7.295
C -6.338 -5.917 -1.605
C -4.903 -6.436 -1.928
C -4.733 -7.828 -2.504
O -3.919 -5.854 -1.422
H -6.803 -5.600 -2.539
H -6.367 -5.034 -0.968
H -6.875 -6.698 -1.066
H -3.702 -8.140 -2.671
H -5.314 -7.917 -3.422
H -5.163 -8.570 -1.831
C -7.186 1.303 0.637
C -6.015 1.844 -0.086
C -6.206 3.163 -0.881
O -4.909 1.334 -0.060
H -6.883 0.494 1.301
H -7.844 0.913 -0.140
H -7.695 2.049 1.248
H -5.992 2.895 -1.915
H -5.488 3.919 -0.561
H -7.229 3.535 -0.831
*
```